The following is a DFT calculation (ωB97M-V/def2-TZVPD) of a molecular structure, C5H7NO.

The geometry in ORCA input format:
```
! RIJCOSX wB97M-V def2-TZVPD def2/J DEFGRID3
* xyz 0 1
C -1.274 -0.360 -1.086
C -0.509 -0.093 0.202
C -0.067 1.360 0.396
C 1.237 1.093 0.249
O -1.208 -0.690 1.261
N 1.650 -1.432 0.092
C 1.009 -0.359 0.123
H -0.610 -0.841 2.000
H 2.664 -1.338 0.100
H -0.633 2.252 0.591
H 2.127 1.697 0.239
H -0.794 0.139 -1.923
H -1.298 -1.431 -1.265
H -2.293 0.003 -0.978
*
```

DFT total energy ... -324.64996 Eh
Max |F| ... 0.73 eV/A
Molar mass ... 97.12 g mol⁻¹
E_HOMO ... -0.3549 Eh

---

The following is a DFT calculation (ωB97M-V/def2-TZVPD) of a single C5H7NO molecule in a non-equilibrium geometry.

The geometry in ORCA input format:
```
! RIJCOSX wB97M-V def2-TZVPD def2/J DEFGRID3
* xyz 0 1
C -1.950 -0.143 -0.071
C -1.323 1.150 0.055
C 0.112 0.696 0.380
N 1.619 0.722 -0.131
C 1.544 -0.809 0.165
C 0.122 -0.705 -0.146
O -1.254 -1.295 0.165
H -2.979 -0.365 -0.406
H -1.786 2.033 0.014
H 0.056 0.735 1.429
H 1.793 0.946 -1.047
H 2.279 -1.364 -0.466
H 1.864 -0.989 1.254
H -0.098 -0.614 -1.195
*
```

DFT total energy ... -324.53654 Eh
Max |F| ... 8.10 eV/A
Molar mass ... 97.12 g mol⁻¹
SMILES string ... C1=C[C@@H]2NC[C@H]2O1
E_HOMO ... -0.3154 Eh

---

The following is a DFT calculation (ωB97M-V/def2-TZVPD) of a single C5H7NO molecule in a non-equilibrium geometry.

The geometry in ORCA input format:
```
! RIJCOSX wB97M-V def2-TZVPD def2/J DEFGRID3
* xyz 0 1
C -0.353 1.558 1.317
O 0.077 0.985 -0.122
C 0.720 -0.015 -0.958
C 1.102 -1.368 -0.439
C -0.285 -1.141 -1.015
C -1.245 -0.607 -0.051
N -2.027 -0.313 0.752
H -1.362 2.029 1.255
H -0.396 0.903 2.211
H 0.410 2.308 1.394
H 1.219 0.403 -1.848
H 1.229 -1.491 0.628
H 1.755 -2.005 -1.046
H -0.655 -1.723 -1.861
*
```

DFT total energy ... -324.55091 Eh
Max |F| ... 2.84 eV/A
Molar mass ... 97.12 g mol⁻¹
SMILES string ... CO[C@H]1C[C@H]1C#N
E_HOMO ... -0.3501 Eh

---

The following is a DFT calculation (ωB97M-V/def2-TZVPD) of a molecular structure, C5H7NO.

The geometry in ORCA input format:
```
! RIJCOSX wB97M-V def2-TZVPD def2/J DEFGRID3
* xyz 0 1
O 1.882 -0.603 -0.896
C 1.179 -0.375 0.295
C 0.493 0.945 0.477
C -0.886 0.820 -0.092
C -1.072 -0.569 -0.632
C -0.158 -1.158 0.464
N -0.641 0.547 1.344
H 1.365 -0.253 -1.633
H 1.876 -0.610 1.104
H 0.959 1.915 0.648
H -1.471 1.705 -0.345
H -0.730 -0.758 -1.656
H -2.101 -0.930 -0.542
H -0.635 -0.662 1.547
*
```

DFT total energy ... -324.50098 Eh
Max |F| ... 0.35 eV/A
Molar mass ... 97.12 g mol⁻¹
E_HOMO ... -0.3066 Eh

---

The following HOMO-LUMO gap values (in eV) correspond, in order, to the records above: 10.51 9.70 10.42 8.69.
The following energy relative to the best compared isomer or geometry (same formula, charge and spin) values (in kcal per mole) correspond, in order, to the records above: 46.76 117.92 108.91 140.24.